Record 1
{
  "formula": "C50H49AsF6MnN4O2P2SSeTe",
  "method": "the ωB97M-V functional and the def2-TZVPD basis",
  "symbols": ["Mn", "O", "P", "C", "P", "O", "C", "C", "C", "C", "C", "C", "C", "C", "C", "C", "C", "C", "C", "C", "C", "C", "C", "C", "C", "C", "C", "C", "C", "C", "H", "H", "H", "H", "H", "H", "H", "H", "H", "H", "H", "H", "H", "H", "H", "H", "H", "H", "H", "H", "H", "H", "C", "C", "C", "C", "C", "N", "H", "H", "H", "H", "H", "H", "H", "H", "H", "Te", "C", "C", "C", "C", "C", "C", "C", "C", "C", "C", "C", "C", "H", "H", "H", "H", "H", "H", "H", "H", "H", "H", "N", "C", "S", "N", "C", "C", "C", "C", "C", "C", "H", "H", "H", "H", "H", "H", "H", "H", "F", "As", "F", "F", "F", "F", "F", "Se", "C", "N"],
  "coordinates": [[-0.072, 0.266, -1.383], [-1.443, 1.383, 0.222], [-2.219, 1.221, 1.474], [-2.506, -0.574, 1.787], [-0.868, -1.409, 1.718], [0.028, -0.948, 0.621], [-0.076, -1.231, 3.334], [1.256, -0.848, 3.370], [1.906, -0.725, 4.583], [1.227, -0.993, 5.760], [-0.099, -1.394, 5.724], [-0.749, -1.526, 4.512], [-1.225, -3.185, 1.582], [-2.365, -3.791, 2.095], [-2.500, -5.167, 2.016], [-1.503, -5.935, 1.433], [-0.358, -5.334, 0.934], [-0.222, -3.960, 1.011], [-3.825, 2.050, 1.405], [-5.044, 1.414, 1.597], [-6.220, 2.123, 1.416], [-6.178, 3.456, 1.043], [-4.962, 4.092, 0.849], [-3.786, 3.390, 1.033], [-1.306, 1.770, 2.939], [-1.952, 1.902, 4.162], [-1.226, 2.222, 5.295], [0.145, 2.419, 5.205], [0.789, 2.305, 3.982], [0.062, 1.980, 2.848], [-3.115, -0.955, 0.963], [-2.997, -0.754, 2.739], [1.763, -0.643, 2.439], [2.942, -0.424, 4.607], [1.732, -0.900, 6.709], [-0.626, -1.618, 6.639], [-1.771, -1.871, 4.486], [-3.155, -3.200, 2.537], [-3.388, -5.644, 2.405], [-1.628, -7.004, 1.356], [0.425, -5.937, 0.496], [0.658, -3.461, 0.625], [-5.093, 0.372, 1.878], [-7.173, 1.633, 1.558], [-7.100, 3.998, 0.891], [-4.935, 5.130, 0.546], [-2.828, 3.862, 0.861], [-3.023, 1.770, 4.212], [-1.734, 2.327, 6.244], [0.707, 2.664, 6.095], [1.857, 2.461, 3.909], [0.546, 1.886, 1.885], [-3.116, -3.751, -1.546], [-2.211, -3.397, -2.737], [-3.056, -2.932, -3.934], [-1.338, -4.590, -3.143], [-1.353, -2.317, -2.320], [-0.668, -1.451, -1.983], [-3.802, -4.544, -1.834], [-3.702, -2.880, -1.252], [-2.521, -4.092, -0.699], [-3.670, -3.760, -4.279], [-2.424, -2.603, -4.758], [-3.712, -2.111, -3.644], [-1.984, -5.409, -3.446], [-0.719, -4.923, -2.313], [-0.706, -4.326, -3.988], [0.468, 0.816, -4.206], [2.381, 0.654, -5.215], [3.594, 0.608, -4.541], [4.781, 0.716, -5.246], [4.760, 0.842, -6.624], [3.555, 0.836, -7.305], [2.367, 0.743, -6.602], [0.794, 2.926, -3.960], [-0.296, 3.778, -4.073], [-0.129, 5.128, -3.812], [1.116, 5.628, -3.467], [2.208, 4.779, -3.402], [2.050, 3.426, -3.642], [3.605, 0.505, -3.463], [5.725, 0.725, -4.721], [5.682, 0.943, -7.174], [3.542, 0.925, -8.380], [1.424, 0.755, -7.134], [-1.272, 3.394, -4.350], [-0.980, 5.789, -3.871], [1.231, 6.678, -3.244], [3.182, 5.170, -3.153], [2.904, 2.769, -3.576], [3.299, -2.431, -0.616], [3.569, -1.309, 0.082], [2.839, 0.118, -0.421], [4.417, -1.438, 1.113], [4.815, -0.573, 2.147], [4.395, 0.744, 2.288], [4.827, 1.490, 3.372], [5.676, 0.941, 4.317], [6.103, -0.368, 4.173], [5.676, -1.122, 3.098], [2.730, -2.333, -1.442], [3.807, -3.289, -0.479], [4.832, -2.359, 1.219], [3.743, 1.184, 1.556], [4.501, 2.513, 3.474], [6.004, 1.530, 5.158], [6.767, -0.803, 4.903], [6.008, -2.146, 2.992], [-1.602, 1.743, -2.410], [-3.217, 0.999, -2.708], [-3.494, 2.107, -3.996], [-3.990, 2.029, -1.580], [-2.300, -0.044, -3.856], [-2.862, -0.170, -1.408], [-4.659, 0.082, -3.056], [1.736, 4.239, 0.087], [1.144, 2.790, -0.593], [0.748, 1.763, -1.026]],
  "lowdin_spin": [4.0734, 0.0191, 0.0030, -0.0001, 0.0038, 0.0268, 0.0010, 0.0001, 0.0000, 0.0000, 0.0001, 0.0002, 0.0005, 0.0001, 0.0001, 0.0000, 0.0000, 0.0002, 0.0005, 0.0002, 0.0000, 0.0001, 0.0000, 0.0001, 0.0004, 0.0001, 0.0001, 0.0000, 0.0003, 0.0004, 0.0000, 0.0000, 0.0000, 0.0000, 0.0000, 0.0000, 0.0000, 0.0000, 0.0000, 0.0000, 0.0000, 0.0000, 0.0000, 0.0000, 0.0000, 0.0000, 0.0000, 0.0000, 0.0000, 0.0000, 0.0001, 0.0000, 0.0020, 0.0050, 0.0016, 0.0022, 0.0402, -0.0005, 0.0003, 0.0000, 0.0000, 0.0002, 0.0000, 0.0000, 0.0003, 0.0000, 0.0001, -0.3146, -0.0232, -0.0029, 0.0005, -0.0006, -0.0015, -0.0121, -0.0172, -0.0130, 0.0011, -0.0141, 0.0021, -0.0113, -0.0010, 0.0001, 0.0000, -0.0001, -0.0042, -0.0012, 0.0003, -0.0008, 0.0006, -0.0004, 0.0003, 0.0046, 0.0276, 0.0017, 0.0001, 0.0011, 0.0001, 0.0001, 0.0000, 0.0000, -0.0005, 0.0001, 0.0002, 0.0008, 0.0001, 0.0000, 0.0000, 0.0000, 0.0351, 0.0008, 0.0005, 0.0004, -0.0007, 0.0086, 0.0001, 0.1194, 0.0617, -0.0310],
  "lumo_ev": [-4.97, -2.57],
  "total_charge": 1,
  "homo_ev": [-9.977, -10.109],
  "orbital_gap_ev": [5.01, 7.54],
  "multiplicity": 5,
  "s2": 6.381
}

Record 2
{
  "formula": "C30H61F6MnN2O7PS2",
  "method": "the ωB97M-V functional and the def2-TZVPD basis",
  "symbols": ["Mn", "O", "C", "O", "O", "H", "C", "C", "C", "C", "N", "C", "C", "C", "C", "C", "C", "C", "H", "H", "H", "H", "H", "H", "H", "H", "H", "H", "H", "H", "H", "H", "H", "H", "H", "H", "H", "H", "H", "H", "H", "H", "C", "C", "C", "C", "P", "C", "C", "C", "C", "C", "C", "C", "C", "C", "C", "C", "C", "H", "H", "H", "H", "H", "H", "H", "H", "H", "H", "H", "H", "H", "H", "H", "H", "H", "H", "H", "H", "H", "H", "H", "H", "H", "H", "H", "H", "H", "H", "H", "H", "H", "H", "H", "H", "C", "F", "F", "F", "S", "O", "O", "N", "S", "O", "O", "C", "F", "F", "F"],
  "coordinates": [[4.774, -0.245, 1.870], [1.038, 0.043, 0.302], [1.492, -0.279, 1.555], [2.777, -0.098, 1.678], [0.724, -0.635, 2.437], [1.887, 0.374, -0.058], [1.639, 1.980, 5.091], [0.686, 2.249, 6.282], [-0.807, 2.009, 6.062], [-1.045, 0.663, 5.329], [-2.445, 0.578, 4.701], [-3.333, -0.071, 5.765], [-3.290, -1.570, 5.473], [-3.319, -1.619, 3.970], [-2.340, -0.513, 3.617], [-3.045, 1.829, 4.100], [-2.143, 2.528, 3.072], [-2.877, 3.846, 2.744], [2.627, 2.262, 5.457], [1.506, 2.292, 4.057], [1.761, 0.892, 4.979], [0.870, 3.312, 6.444], [1.007, 1.663, 7.139], [-1.258, 2.807, 5.484], [-1.244, 1.967, 7.062], [-0.926, -0.284, 5.840], [-0.364, 0.749, 4.481], [-4.357, 0.228, 5.508], [-3.224, 0.327, 6.771], [-4.072, -2.124, 5.986], [-2.323, -1.935, 5.832], [-4.312, -1.648, 3.511], [-2.998, -2.600, 3.608], [-2.476, -0.060, 2.640], [-1.347, -0.952, 3.670], [-3.271, 2.477, 4.945], [-4.004, 1.475, 3.724], [-1.980, 1.858, 2.226], [-1.119, 2.770, 3.355], [-2.242, 4.425, 2.068], [-3.056, 4.503, 3.593], [-3.804, 3.732, 2.184], [-1.914, -2.275, -8.052], [-2.106, -2.786, -6.609], [-1.636, -1.736, -5.627], [-1.461, -2.386, -4.221], [-0.762, -1.381, -2.887], [1.005, -1.762, -2.761], [1.872, -1.678, -4.016], [1.929, -2.904, -4.872], [2.929, -2.842, -6.039], [-1.613, -1.918, -1.368], [-1.081, -3.299, -0.904], [-1.950, -3.877, 0.208], [-1.743, -3.171, 1.571], [-1.004, 0.423, -3.275], [-0.191, 1.326, -2.345], [-0.388, 2.825, -2.677], [-1.757, 3.404, -2.399], [-0.889, -2.402, -8.400], [-2.161, -1.221, -8.186], [-2.584, -2.841, -8.699], [-1.601, -3.746, -6.516], [-3.182, -2.917, -6.476], [-2.322, -0.889, -5.562], [-0.697, -1.241, -5.900], [-0.825, -3.273, -4.250], [-2.457, -2.743, -3.946], [1.018, -2.818, -2.482], [1.366, -1.129, -1.950], [2.869, -1.324, -3.733], [1.620, -0.809, -4.646], [1.030, -3.177, -5.433], [2.193, -3.761, -4.241], [3.179, -3.851, -6.364], [3.924, -2.495, -5.735], [2.538, -2.159, -6.790], [-2.688, -1.874, -1.570], [-1.572, -1.181, -0.559], [-0.031, -3.209, -0.625], [-1.095, -3.956, -1.779], [-1.939, -4.959, 0.318], [-2.975, -3.671, -0.128], [-0.689, -3.392, 1.777], [-2.310, -3.675, 2.347], [-1.793, -2.091, 1.461], [-2.081, 0.601, -3.285], [-0.660, 0.567, -4.301], [0.863, 1.118, -2.532], [-0.462, 1.195, -1.299], [-0.075, 3.041, -3.704], [0.423, 3.347, -2.158], [-2.065, 3.506, -1.361], [-2.533, 2.858, -2.950], [-1.897, 4.365, -2.902], [4.350, 3.340, 2.325], [4.468, 4.554, 2.784], [4.376, 2.478, 3.359], [3.200, 3.173, 1.705], [5.871, 2.983, 1.238], [5.877, 3.939, 0.165], [6.998, 3.075, 2.119], [5.506, 1.338, 0.836], [4.877, 1.371, -0.642], [4.270, 0.081, -0.930], [3.994, 2.451, -0.956], [6.462, 1.529, -1.749], [6.817, 0.336, -2.178], [6.143, 2.329, -2.740], [7.452, 2.057, -1.055]],
  "lowdin_spin": [4.7822, 0.0033, 0.0111, 0.0768, 0.0099, 0.0001, 0.0000, 0.0000, 0.0000, 0.0000, 0.0000, 0.0000, 0.0000, 0.0000, 0.0000, 0.0000, 0.0000, 0.0000, 0.0000, 0.0000, 0.0000, 0.0000, 0.0000, 0.0000, 0.0000, 0.0000, 0.0000, 0.0000, 0.0000, 0.0000, 0.0000, 0.0000, 0.0000, 0.0000, 0.0000, 0.0000, 0.0000, 0.0000, 0.0000, 0.0000, 0.0000, 0.0000, 0.0000, 0.0000, 0.0000, 0.0000, 0.0000, 0.0000, 0.0000, 0.0000, 0.0000, 0.0000, 0.0000, 0.0000, 0.0000, 0.0000, 0.0000, 0.0000, 0.0000, 0.0000, 0.0000, 0.0000, 0.0000, 0.0000, 0.0000, 0.0000, 0.0000, 0.0000, 0.0000, 0.0000, 0.0000, 0.0000, 0.0000, 0.0000, 0.0000, 0.0000, 0.0000, 0.0000, 0.0000, 0.0000, 0.0000, 0.0000, 0.0000, 0.0000, 0.0000, 0.0000, 0.0000, 0.0000, 0.0000, 0.0000, 0.0000, 0.0000, 0.0000, 0.0000, 0.0000, 0.0022, 0.0008, 0.0074, 0.0001, 0.0102, 0.0046, 0.0028, 0.0500, 0.0116, 0.0184, 0.0047, 0.0018, 0.0005, 0.0007, 0.0006],
  "lumo_ev": [-6.62, -6.83],
  "total_charge": 2,
  "homo_ev": [-15.130, -15.165],
  "orbital_gap_ev": [8.51, 8.34],
  "multiplicity": 6,
  "s2": 8.754
}

Record 3
{
  "formula": "C41H32ClNOP2SSr",
  "method": "the ωB97M-V functional and the def2-TZVPD basis",
  "symbols": ["Sr", "O", "S", "C", "C", "C", "C", "C", "C", "P", "C", "C", "C", "C", "C", "C", "C", "C", "C", "C", "C", "C", "C", "C", "C", "C", "C", "C", "P", "C", "C", "C", "C", "C", "C", "C", "C", "C", "C", "C", "C", "H", "H", "H", "H", "H", "H", "H", "H", "H", "H", "H", "H", "H", "H", "H", "H", "H", "H", "H", "H", "H", "H", "H", "H", "H", "H", "H", "H", "Cl", "C", "C", "C", "C", "N", "C", "H", "H", "H", "H"],
  "coordinates": [[-0.970, -0.191, 1.238], [2.735, -0.957, -1.507], [1.680, -0.660, -0.508], [2.136, 0.857, 0.341], [3.418, 1.029, 0.867], [3.766, 2.209, 1.498], [2.845, 3.243, 1.577], [1.613, 3.125, 0.954], [1.250, 1.950, 0.287], [-0.355, 1.928, -0.641], [0.103, 1.567, -2.352], [1.385, 1.768, -2.854], [1.659, 1.495, -4.187], [0.653, 1.033, -5.022], [-0.631, 0.837, -4.527], [-0.904, 1.096, -3.195], [-0.953, 3.629, -0.608], [-2.058, 3.907, 0.193], [-2.579, 5.193, 0.262], [-1.995, 6.204, -0.484], [-0.897, 5.934, -1.296], [-0.378, 4.654, -1.361], [1.764, -1.951, 0.752], [2.947, -2.061, 1.480], [3.136, -3.054, 2.425], [2.128, -3.971, 2.643], [0.978, -3.918, 1.870], [0.750, -2.942, 0.882], [-0.750, -3.553, -0.093], [-0.388, -3.735, -1.855], [-1.123, -4.788, -2.413], [-1.045, -5.064, -3.770], [-0.211, -4.309, -4.580], [0.538, -3.276, -4.033], [0.447, -2.983, -2.681], [-2.103, -2.292, -0.063], [-2.826, -2.158, 1.141], [-3.968, -1.373, 1.212], [-4.431, -0.723, 0.063], [-3.749, -0.875, -1.133], [-2.592, -1.656, -1.200], [4.173, 0.271, 0.736], [4.759, 2.326, 1.909], [3.107, 4.169, 2.073], [0.946, 3.976, 0.934], [2.182, 2.130, -2.215], [2.660, 1.645, -4.570], [0.867, 0.828, -6.063], [-1.417, 0.484, -5.181], [-1.909, 0.944, -2.814], [-2.537, 3.114, 0.761], [-3.439, 5.397, 0.885], [-2.401, 7.206, -0.444], [-0.451, 6.725, -1.884], [0.468, 4.451, -2.007], [3.758, -1.380, 1.293], [4.069, -3.110, 2.969], [2.247, -4.761, 3.372], [0.236, -4.695, 1.997], [-1.754, -5.403, -1.782], [-1.621, -5.880, -4.185], [-0.134, -4.538, -5.635], [1.204, -2.697, -4.659], [1.064, -2.181, -2.308], [-2.496, -2.705, 2.023], [-4.514, -1.291, 2.143], [-5.333, -0.128, 0.104], [-4.123, -0.395, -2.028], [-2.073, -1.774, -2.144], [0.416, 2.960, 6.145], [0.230, 1.367, 5.534], [0.342, 0.257, 6.355], [0.194, -1.000, 5.790], [-0.070, -1.101, 4.438], [-0.190, -0.027, 3.643], [-0.027, 1.185, 4.186], [0.543, 0.378, 7.410], [0.281, -1.892, 6.393], [-0.184, -2.071, 3.967], [-0.098, 2.051, 3.536]],
  "mulliken_charge": [1.9448, -0.5588, 1.5714, 0.8931, -0.8575, -1.0548, -0.8381, -1.1805, 0.1292, 1.1970, 0.5610, 0.2144, -0.6576, -0.6730, -0.6860, -0.6146, -0.3471, -0.4194, -0.7722, -0.5098, -0.7565, -0.0176, 1.4897, -0.9686, -0.9490, -0.9053, -0.7990, 0.3221, -0.3502, 0.2677, -0.5061, -0.6842, -0.5964, -0.9717, 0.1030, -0.7291, -0.0285, -0.3513, -0.7376, -0.6413, -0.0019, 0.7782, 0.4675, 0.5134, 0.4489, 0.3713, 0.4521, 0.4562, 0.4666, 0.4501, 0.2793, 0.4305, 0.4145, 0.4456, 0.4361, 0.1414, 0.4911, 0.4897, 0.4507, 0.4159, 0.4455, 0.4174, 0.5090, 0.4837, 0.4256, 0.5292, 0.4771, 0.4686, 0.5169, -0.1734, 0.0025, -0.1869, -0.8195, -0.3572, -0.0639, -0.4822, 0.4733, 0.4557, 0.4267, 0.5228],
  "lumo_ev": -5.75,
  "total_charge": 2,
  "homo_ev": -13.526,
  "orbital_gap_ev": 7.77
}

Record 4
{
  "formula": "C5H8N",
  "method": "the ωB97M-V functional and the def2-TZVPD basis",
  "symbols": ["C", "C", "C", "C", "C", "N", "H", "H", "H", "H", "H", "H", "H", "H"],
  "coordinates": [[-1.190, 0.993, 0.307], [-0.284, 0.451, 1.317], [-1.011, 1.842, -0.814], [0.354, -0.122, 0.031], [0.770, -1.534, -0.121], [-0.764, 0.345, -0.816], [0.187, 1.189, 1.965], [-0.675, -0.364, 1.924], [-1.850, 2.075, -1.456], [-0.176, 2.543, -0.831], [1.511, 0.899, -0.515], [1.554, -1.765, 0.594], [1.130, -1.706, -1.133], [-0.071, -2.207, 0.052]],
  "nbo_charge": [0.4351, -0.5161, -0.2212, 0.1008, -0.6773, -0.2552, 0.2941, 0.3021, 0.2888, 0.2532, 0.2256, 0.2595, 0.2631, 0.2475],
  "lumo_ev": -6.38,
  "total_charge": 1,
  "homo_ev": -15.942,
  "orbital_gap_ev": 9.57
}

Record order is preserved below.
DFT total energy: -273218.587 -127981.836 -89332.240 -6791.742 eV
Record order is preserved below.
Strongest force on any atom: 3.88 3.25 0.50 5.07 eV Å⁻¹